ORCA calculation (ωB97M-V/def2-TZVPD) on a molecular structure, C22H35IrO4Se2Si2Te3 in a non-equilibrium geometry.

Each line ends with the natural charge from an NBO analysis.
Atoms and positions in Å:
Ir: 0.051 -0.310 0.818  0.60
Se: 2.289 -1.302 1.321  -0.37
Te: 1.860 -3.694 1.824  0.12
Te: -0.246 -3.319 3.470  0.09
Se: -1.535 -1.781 1.995  -0.30
O: -1.777 0.694 -0.208  -0.74
C: -2.301 0.017 -1.394  0.03
C: -1.288 -1.078 -1.841  0.77
O: -1.579 -1.754 -2.799  -0.61
O: -0.186 -1.098 -1.169  -0.79
C: -2.377 1.013 -2.541  0.05
C: -3.102 0.696 -3.688  -0.20
C: -3.119 1.567 -4.764  -0.20
C: -2.414 2.763 -4.715  -0.21
C: -1.684 3.080 -3.582  -0.20
C: -1.662 2.206 -2.500  -0.27
C: -3.636 -0.610 -1.034  0.00
C: -3.726 -1.935 -0.616  -0.19
C: -4.944 -2.457 -0.207  -0.21
C: -6.082 -1.663 -0.209  -0.18
C: -6.000 -0.338 -0.615  -0.22
C: -4.781 0.187 -1.019  -0.23
H: -2.506 0.718 0.428  0.52
H: -3.635 -0.245 -3.734  0.24
H: -3.684 1.306 -5.650  0.22
H: -2.434 3.443 -5.558  0.22
H: -1.125 4.007 -3.536  0.21
H: -1.090 2.453 -1.616  0.21
H: -2.847 -2.565 -0.624  0.24
H: -4.999 -3.488 0.118  0.22
H: -7.034 -2.077 0.099  0.21
H: -6.883 0.289 -0.616  0.22
H: -4.715 1.222 -1.337  0.22
O: 1.335 1.111 -0.928  -0.93
H: 0.709 0.876 -1.629  0.51
H: 2.047 0.459 -1.002  0.51
C: 1.134 4.714 -0.867  -1.13
Si: 0.267 5.072 0.745  1.64
C: -0.995 6.430 0.528  -1.12
C: 1.517 5.602 2.034  -1.12
C: -0.604 3.499 1.330  -1.17
Te: 0.841 2.020 1.867  0.85
C: 0.729 2.309 3.981  -1.17
Si: -0.783 1.856 5.017  1.66
C: -0.891 0.023 5.260  -1.14
C: -0.475 2.708 6.655  -1.11
C: -2.372 2.475 4.246  -1.12
H: 1.661 5.601 -1.227  0.24
H: 0.425 4.410 -1.643  0.23
H: 1.862 3.907 -0.751  0.25
H: -0.507 7.326 0.135  0.24
H: -1.470 6.700 1.474  0.24
H: -1.781 6.143 -0.175  0.24
H: 2.098 6.453 1.670  0.25
H: 2.219 4.796 2.265  0.24
H: 1.030 5.905 2.965  0.24
H: -1.228 3.068 0.544  0.26
H: -1.223 3.670 2.210  0.26
H: 0.983 3.363 4.133  0.25
H: 1.578 1.727 4.353  0.26
H: 0.057 -0.405 5.594  0.25
H: -1.171 -0.469 4.327  0.26
H: -1.655 -0.222 6.004  0.24
H: 0.478 2.386 7.083  0.24
H: -1.259 2.473 7.380  0.24
H: -0.442 3.795 6.543  0.23
H: -2.532 2.017 3.265  0.23
H: -2.384 3.562 4.127  0.23
H: -3.221 2.205 4.879  0.25

ΔE to the lowest compared entry with this formula, charge and spin = 44.0 kcal per mole
E = -7450.61790 hartree
total charge = 0

=====

ORCA calculation (ωB97M-V/def2-TZVPD) on a single C2H12Si4 molecule in a non-equilibrium geometry.

Each line ends with the natural charge from an NBO analysis.
Atoms and positions in Å:
C: -0.490 -0.343 -0.111  -0.67
C: 0.373 0.520 0.465  -0.87
Si: -2.006 0.097 -1.419  0.83
Si: -0.278 -2.298 0.120  0.88
Si: 1.942 0.057 1.493  0.85
Si: 0.416 2.257 -0.209  0.93
H: -1.755 0.428 -2.862  -0.14
H: -2.799 1.030 -0.767  -0.17
H: -2.559 -1.256 -1.497  -0.18
H: -0.105 -2.925 -1.095  -0.17
H: -1.559 -2.988 0.588  -0.15
H: 0.775 -2.408 1.086  -0.17
H: 1.463 -0.184 2.879  -0.16
H: 2.685 -1.143 1.122  -0.14
H: 2.678 1.232 1.739  -0.17
H: 1.597 2.414 -1.181  -0.15
H: 0.361 3.459 0.683  -0.14
H: -0.738 2.051 -1.035  -0.21

ΔE to the lowest compared entry with this formula, charge and spin = 38.7 kcal per mole
E = -1241.21670 hartree
structure (SMILES) = [SiH3]C([SiH3])=C([SiH3])[SiH3]
total charge = 0

=====

ORCA calculation (ωB97M-V/def2-TZVPD) on a molecular structure, H10IO5 in a non-equilibrium geometry.

Each line ends with the natural charge from an NBO analysis.
Atoms and positions in Å:
I: -0.034 -0.149 -0.198  -0.51
O: -0.172 -2.989 -0.110  -0.98
H: -0.384 -2.067 -0.257  0.43
H: 0.274 -3.264 -0.911  0.45
O: 0.010 1.203 2.313  -1.00
H: -0.444 0.657 1.672  0.44
H: 0.456 1.868 1.788  0.46
O: -2.766 -0.196 0.193  -0.99
H: -1.904 0.052 -0.140  0.41
H: -2.612 -0.425 1.109  0.45
O: 1.353 2.411 0.317  -0.96
H: 0.766 1.802 -0.132  0.46
H: 0.784 3.124 0.606  0.45
O: 1.943 -0.640 -2.027  -0.98
H: 1.237 -0.219 -1.535  0.41
H: 1.493 -1.169 -2.686  0.44

ΔE to the lowest compared entry with this formula, charge and spin = 95.4 kcal per mole
E = -679.86958 hartree
total charge = -1

=====

ORCA calculation (ωB97M-V/def2-TZVPD) on 2 unconnected molecules or ions with the total composition C5H11NO2 in a non-equilibrium geometry.

Each line ends with the natural charge from an NBO analysis.
Atoms and positions in Å:
C: -0.701 1.203 -0.810  0.35
C: -1.367 -0.848 -0.022  0.08
C: -0.052 0.802 1.239  -0.17
C: 1.456 0.309 -0.219  -0.20
C: -1.324 -2.308 -0.314  -0.68
N: 2.520 1.230 -0.199  -0.82
O: -1.173 -0.039 -1.069  -0.45
O: -0.881 1.666 0.448  -0.55
H: -0.870 1.907 -1.618  0.17
H: -2.009 -0.482 0.769  0.17
H: 2.889 1.424 0.721  0.36
H: 2.330 2.091 -0.691  0.37
H: -0.583 0.335 2.068  0.18
H: 0.737 1.422 1.662  0.16
H: 1.275 -0.071 -1.218  0.20
H: 1.685 -0.547 0.403  0.18
H: -0.527 -2.545 -1.019  0.22
H: -2.267 -2.681 -0.736  0.21
H: -1.137 -2.868 0.605  0.22

ΔE to the lowest compared entry with this formula, charge and spin = 178.0 kcal per mole
E = -402.09447 hartree
total charge = 0

=====

Q: Which of these has the highest ΔE to the lowest compared entry with this formula, charge and spin?
A: C5H11NO2